76
Properties=species:S:1:pos:R:3 method="wB97M-V/def2-TZVPD" de_lowest_kcal_mol=26.6 lumo_energy_ev=4.19 charge=-2 orbital_gap_ev=3.875 energy_ev=-65654.3913
Pd 1.032 -1.581 0.171
I 3.440 -3.447 0.472
C 3.205 -3.057 2.519
C 3.890 -3.882 3.368
C 3.985 -3.550 4.737
C 3.475 -2.364 5.172
C 2.778 -1.495 4.294
C 2.351 -0.224 4.743
C 1.689 0.599 3.874
C 1.334 0.156 2.584
C 1.694 -1.083 2.063
C 2.539 -1.866 2.931
H 4.375 -4.771 2.985
H 4.498 -4.220 5.420
H 3.620 -2.045 6.201
H 2.555 0.070 5.768
H 1.384 1.592 4.193
H 0.680 0.788 1.994
C -0.591 -2.887 -3.215
C -0.723 -4.130 -4.138
N 0.372 -5.078 -3.889
C 0.257 -5.563 -2.507
C 0.174 -4.367 -1.524
N 0.464 -3.119 -2.234
C 1.735 -3.233 -2.944
C 1.645 -4.357 -4.013
H -1.518 -2.663 -2.687
H -0.327 -1.998 -3.791
H -0.689 -3.844 -5.194
H -1.665 -4.659 -3.968
H 1.135 -6.182 -2.301
H -0.628 -6.203 -2.441
H 0.879 -4.468 -0.699
H -0.826 -4.271 -1.097
H 2.514 -3.446 -2.213
H 1.957 -2.262 -3.391
H 2.454 -5.083 -3.891
H 1.705 -3.956 -5.029
C -2.649 0.672 -5.580
C -2.662 1.341 -4.204
C -1.528 0.895 -3.337
N -1.654 0.007 -2.412
N -0.502 -0.242 -1.721
C 0.486 0.508 -2.116
N 1.745 0.418 -1.600
S 0.078 1.522 -3.466
H -3.537 0.940 -6.159
H -2.626 -0.414 -5.470
H -1.768 0.969 -6.152
H -3.580 1.091 -3.671
H -2.624 2.427 -4.317
H 1.694 -0.083 -0.644
H 2.265 1.283 -1.589
C -2.718 6.740 4.168
C -2.252 5.620 3.273
C -0.928 5.535 2.861
C -0.500 4.546 1.980
C 0.939 4.477 1.544
C -1.414 3.606 1.501
C -2.736 3.640 1.953
C -3.711 2.585 1.502
C -3.140 4.653 2.817
C -0.991 2.588 0.433
O -0.699 3.092 -0.679
O -0.986 1.396 0.785
H -1.879 7.198 4.694
H -3.432 6.383 4.915
H -3.216 7.528 3.594
H -0.208 6.262 3.229
H 1.538 5.239 2.048
H 1.006 4.610 0.463
H 1.363 3.495 1.765
H -3.268 1.596 1.619
H -3.937 2.695 0.438
H -4.644 2.649 2.066
H -4.176 4.683 3.147